[1]
The following is a DFT calculation (ωB97M-V with the def2-TZVPD basis set) of an isolated molecule of C10H16N4O4.

```
34
Properties=species:S:1:pos:R:3:forces:R:3:nbo_charge:R:1
C 0.5039 1.0632 0.7076 0.5150 0.8963 -1.4838 -0.1774
C 1.7747 0.3924 0.1520 0.2439 -0.7815 -1.4101 0.7078
C 0.8431 2.5137 1.0487 2.3733 0.9876 -0.5836 0.0846
C 0.8101 3.5139 -0.0960 -0.1959 0.9641 -0.4215 -0.6243
C 0.7724 -2.0271 -0.1818 -1.3846 0.7586 0.2665 -0.1494
C 1.5267 -3.3632 -0.1628 -1.1692 -1.3739 0.0867 0.7892
C -0.4058 -2.0658 -1.2691 0.7434 -1.1057 0.7198 -0.4290
C -1.5256 -1.1697 -0.8956 -1.2725 1.2272 0.1902 0.0911
C -2.2615 -0.3514 -1.7245 -0.2341 -0.1805 0.2255 -0.1045
C -3.1392 -0.3420 0.3005 0.3162 0.3459 0.3200 0.1962
H -0.4811 -0.3734 1.7057 0.5439 -0.0792 -0.0092 0.3809
H -0.5698 1.0182 2.3215 -0.1469 0.6218 0.5666 0.3675
H -0.2875 1.1370 -0.0918 0.5287 -0.5802 0.4533 0.1877
H 1.9290 2.4879 1.4191 -1.5941 0.2220 0.0405 0.1962
H 0.2991 2.9590 2.8505 -0.6291 0.1186 -0.9371 0.4805
H -0.2056 3.6318 -0.4909 -0.0030 -0.4200 -0.0554 0.2005
H 1.4864 3.2895 -0.9064 0.1837 -0.3470 -0.2689 0.2198
H 1.0462 4.5641 0.2147 0.1038 -1.0430 0.2561 0.2180
H 2.5128 -1.1366 -0.9329 -0.0275 0.1816 0.4305 0.4174
H 0.1759 -1.9393 0.7756 1.1192 -0.2341 -0.8287 0.2608
H -0.7901 -3.1113 -1.3325 0.3056 0.6026 0.2414 0.2424
H -0.0425 -1.8168 -2.2609 0.2277 0.1426 -0.0709 0.2241
H -2.2877 -0.2977 -2.8162 0.2175 0.3612 0.6123 0.2235
H -3.9402 -0.1606 1.0366 0.9755 -0.1207 -0.1271 0.2047
H -4.0861 0.6777 -1.2551 -0.0570 0.2189 -0.1130 0.4183
H 3.2305 -4.0977 -0.6452 -0.6851 0.8692 0.3914 0.5109
N 0.1286 0.4242 1.9129 -1.2203 -1.4842 0.8135 -0.8369
N 1.7120 -0.9075 -0.3542 -0.7840 -0.1836 0.1645 -0.6460
N -2.0648 -1.1098 0.4006 -0.8187 -0.0144 -0.8348 -0.5077
N -3.2454 0.2501 -0.9184 0.6662 -1.6806 -0.5535 -0.5272
O 2.8383 0.9698 -0.0125 -0.5971 0.2182 0.3254 -0.6111
O -0.0858 3.0469 1.9477 0.1480 -0.0372 2.3109 -0.7297
O 1.0232 -4.4574 0.0573 0.6116 1.8123 -0.2919 -0.5924
O 2.8058 -3.2120 -0.5044 0.9960 -0.8829 -0.4255 -0.6863
```
Forces are in eV/Å.

Calculated values
Gap between HOMO and LUMO, eV: 9.5084
E_tot, eV: -24780.063
Energy above the lowest of the compared OMol25 structures with the same formula, charge and spin, kJ/mol: 153.2
SMILES string: C[C@@H](O)[C@H](N)C(=O)N[C@@H](Cc1c[nH]cn1)C(=O)O

=====

[2]
The following is a DFT calculation (ωB97M-V with the def2-TZVPD basis set) of an isolated molecule of C2H5NO3.

```
11
Properties=species:S:1:pos:R:3:forces:R:3:nbo_charge:R:1
C 0.7915 0.3675 -0.5347 -0.8566 -1.7539 0.3778 -0.3200
N 0.7201 0.7324 0.8352 1.9273 0.7825 1.7485 -0.0840
C -0.0825 -0.9527 -0.2893 -0.6971 2.4853 -1.0846 0.3175
O -0.1845 1.6843 1.0084 -1.0669 1.2079 0.2645 -0.5063
O -1.4005 -0.5302 -0.7029 0.3181 -1.0871 0.2565 -0.7263
O 0.3923 -2.0691 -0.6540 -0.0110 -1.0959 0.0756 -0.3547
H -0.2473 1.8088 1.9712 0.0950 -0.0062 -0.3629 0.4831
H -1.9658 -1.2946 -0.5272 -0.2278 0.1178 -0.1725 0.4710
H -0.1515 -0.9009 0.9030 0.4866 -0.6398 -0.9704 0.2716
H 1.8077 0.0840 -0.7925 0.0361 0.0961 -0.0688 0.2230
H 0.3205 1.0706 -1.2172 -0.0036 -0.1066 -0.0637 0.2250
```
Forces are in eV/Å.

Calculated values
Gap between HOMO and LUMO (alpha / beta), eV: 10.6393 / 6.2600
E_tot, eV: -9781.911
Energy above the lowest of the compared OMol25 structures with the same formula, charge and spin, kJ/mol: 605.7

=====

[3]
The following is a DFT calculation (ωB97M-V with the def2-TZVPD basis set) of an isolated molecule of C22H22F2N4O2.

```
52
Properties=species:S:1:pos:R:3:forces:R:3:nbo_charge:R:1
C 3.2635 -4.1702 -0.9547 -0.0184 -0.2703 -0.0379 -0.2518
H 4.2704 -4.5260 -1.1931 -0.0369 0.0247 -0.0064 0.1811
H 2.5690 -4.4865 -1.7404 0.0482 0.0159 0.0274 0.1756
H 2.9487 -4.5973 -0.0038 0.0233 -0.0170 -0.0887 0.2022
O 3.2371 -2.7756 -0.7710 0.0787 0.4098 -0.0936 -0.5140
C 3.6478 -1.9742 -1.7952 -0.0093 0.2457 -0.0267 0.3909
C 4.0198 -2.4274 -3.0548 -0.0836 -0.2618 0.1634 -0.3258
C 4.4185 -1.5260 -4.0289 0.0168 0.1069 -0.0065 -0.1801
C 4.4617 -0.1709 -3.7614 0.0285 0.0260 -0.1219 -0.2432
C 4.1021 0.2862 -2.5045 -0.0817 -0.1294 0.1174 -0.1512
C 3.6797 -0.5971 -1.5255 0.1983 -0.2801 -0.0153 -0.2008
C 3.3870 -0.0910 -0.1459 -0.0210 -0.0500 -0.0166 0.6755
O 4.2532 0.4417 0.5252 0.2723 0.1181 -0.0107 -0.6210
N 2.1249 -0.2619 0.3051 -0.2259 0.0790 0.1736 -0.4328
C 1.0026 -0.7273 -0.4719 -0.3797 0.0995 -0.2168 -0.2373
H 1.3122 -0.9121 -1.5000 -0.0593 -0.0484 0.0868 0.2291
C -0.1091 0.3369 -0.4599 0.1135 -0.1885 -0.1933 -0.2259
N -0.5043 0.7507 0.8735 0.0410 -0.0036 0.0218 -0.4549
C 0.6644 1.1857 1.6201 0.1761 -0.1395 0.0490 -0.2261
C 1.7812 0.1363 1.6540 0.0613 0.3088 0.2656 -0.2489
H 2.6806 0.5451 2.1168 -0.1331 -0.0962 0.0092 0.2550
H 1.4584 -0.7469 2.2179 0.0382 0.0215 -0.0001 0.1860
H 0.3626 1.4439 2.6373 0.0109 0.0352 0.0128 0.2035
H 1.0434 2.0885 1.1303 0.0698 -0.0038 0.0817 0.2016
C -1.3294 -0.2236 1.5843 -0.0653 0.1408 -0.0813 -0.2493
C -2.6108 -0.4880 0.8665 -0.3190 0.1312 0.1007 -0.1561
C -3.7512 0.3083 0.7641 0.3152 -0.5146 -0.0587 0.1812
N -4.6445 -0.4221 0.0500 0.1718 0.3297 0.1473 -0.3191
N -4.1691 -1.6017 -0.3146 -0.2598 -0.7624 -0.4557 -0.2560
C -2.9452 -1.6614 0.1725 -0.2354 0.3672 0.0639 -0.0513
H -2.3425 -2.5346 0.0192 0.1284 -0.2285 -0.0402 0.2047
H -5.5851 -0.1624 -0.2027 0.1516 -0.0437 0.0712 0.4194
C -4.0301 1.6369 1.2786 -0.3404 0.2896 0.1198 -0.1979
C -2.9904 2.5463 1.4917 -0.3415 0.0339 0.0617 -0.1056
C -3.2312 3.8069 2.0018 -0.1599 0.2252 0.1369 -0.3109
C -4.5306 4.1756 2.3030 0.0839 -0.2374 -0.1080 0.4172
C -5.5947 3.3158 2.0991 0.0102 0.0541 0.0142 -0.3521
C -5.3238 2.0629 1.5879 0.3570 0.1846 0.0607 0.4304
F -6.3712 1.2281 1.3950 0.1004 0.0501 -0.0126 -0.3299
H -6.6052 3.6089 2.3321 -0.1027 0.0320 0.0255 0.2470
F -4.7742 5.4011 2.8006 0.0002 -0.0998 -0.0420 -0.3163
H -2.4262 4.5054 2.1630 0.0721 0.0970 0.0213 0.2327
H -1.9871 2.2472 1.2278 0.0973 -0.0392 -0.0514 0.2485
H -0.8187 -1.1864 1.7358 -0.0554 0.0621 0.1115 0.1836
H -1.5481 0.2034 2.5689 0.0956 -0.0813 0.0172 0.2147
H -0.9870 -0.0407 -0.9870 0.0552 0.0516 -0.0486 0.2175
H 0.2529 1.2288 -0.9815 0.0095 -0.0613 -0.0740 0.1978
H 0.6312 -1.6667 -0.0450 0.0384 -0.0185 -0.0765 0.1869
H 4.1472 1.3388 -2.2688 0.0267 0.1012 0.0457 0.2236
H 4.7810 0.5255 -4.5212 0.0266 0.0608 -0.0663 0.2167
H 4.7030 -1.8963 -5.0026 0.0216 -0.0303 -0.0738 0.2152
H 4.0057 -3.4804 -3.2881 -0.0105 -0.0963 0.0175 0.2207
```
Forces are in eV/Å.

Calculated values
Gap between HOMO and LUMO, eV: 8.9984
E_tot, eV: -38661.234
SMILES string: COc1ccccc1C(=O)N1CCN(Cc2cn[nH]c2-c2ccc(F)cc2F)CC1

=====

[4]
The following is a DFT calculation (ωB97M-V with the def2-TZVPD basis set) of an isolated molecule of C5H11NOS.

```
19
Properties=species:S:1:pos:R:3:forces:R:3:nbo_charge:R:1
C 2.6130 0.5737 0.3214 -0.1713 -0.1384 0.2635 -0.6281
C 1.4941 0.9187 -0.5843 -1.1509 -1.0137 -3.8584 -0.2119
C 0.7592 -1.9553 0.5475 0.2301 -2.2879 0.8457 -0.2940
C -0.8690 0.5154 -0.0071 -3.7408 2.3787 1.0447 0.1468
C -1.0112 2.0279 0.4230 -1.3380 -1.0877 -1.7114 -0.6839
H 2.6626 -0.4975 0.2505 0.6259 -0.2330 0.0697 0.2129
H 2.2884 0.8064 1.3439 0.7062 0.2619 -0.0955 0.2142
H 3.5593 0.9626 -0.0143 0.2984 0.4598 0.2930 0.2268
H 1.6332 0.3415 -1.6986 0.1318 2.2200 2.7148 0.2166
H 1.2227 1.9917 -0.7448 0.3508 -0.9873 0.3195 0.2217
H -0.1538 -2.2059 1.1864 1.0130 1.6085 -0.4626 0.2169
H 0.8994 -2.9935 0.2037 0.5517 0.4431 -0.4605 0.2040
H 1.7223 -1.6183 1.0482 -1.8048 -0.6962 0.0295 0.1763
H -0.3337 2.3577 1.1807 0.9441 0.1840 0.0752 0.2178
H -1.1208 2.7394 -0.4733 0.3000 -1.1183 1.4191 0.2354
H -1.9527 1.9052 0.9256 -0.6808 0.7921 0.0772 0.2550
N 0.3203 0.1343 -0.1618 4.2303 -0.7687 -1.4336 -0.1571
O 0.5483 -1.1647 -0.6066 -0.3960 -0.3417 0.8578 -0.3626
S -2.1857 -0.4934 -0.0891 -0.0998 0.3248 0.0122 -0.2068
```
Forces are in eV/Å.

Calculated values
Gap between HOMO and LUMO, eV: 8.6903
E_tot, eV: -19732.708
Energy above the lowest of the compared OMol25 structures with the same formula, charge and spin, kJ/mol: 423.3
SMILES string: CCN(OC)C(C)=S

=====

no.,F_max (eV/Å)
1,2.64
2,2.80
3,0.93
4,4.55